No. 1
Formula: C5H8N4O
Source: OMol25
Level of theory: wB97M-V/def2-TZVPD

## Properties
E = -489.3986 Eh
LUMO level = 0.48 eV
relative energy (zero: lowest compared OMol25 entry of this formula, charge and spin) = 144.6 kcal per mole
largest force on an atom = 4.47 eV/A
E_HOMO = -0.3292 Ha

Each line ends with the natural charge from an NBO analysis.
Geometry (Å):
1 C -1.650 -1.793 -0.013  0.03
2 C -2.661 -0.915 -0.041  -0.16
3 C 0.103 -0.308 0.041  0.71
4 C 2.490 -0.466 0.021  -0.41
5 C 1.372 1.723 0.004  -0.41
6 N -0.322 -1.483 0.050  -0.57
7 N -1.474 1.116 0.017  -0.30
8 N -2.554 0.509 -0.005  0.25
9 N 1.251 0.287 0.052  -0.43
10 O -3.643 1.112 -0.007  -0.48
11 H -1.845 -2.856 -0.048  0.21
12 H -3.693 -1.227 -0.085  0.24
13 H 2.297 -1.510 0.257  0.23
14 H 2.944 -0.397 -0.973  0.21
15 H 3.183 -0.044 0.753  0.21
16 H 0.372 2.147 -0.102  0.27
17 H 1.832 2.093 0.926  0.20
18 H 1.998 2.010 -0.847  0.20


No. 2
Formula: C5H8N4O2
Source: OMol25
Level of theory: wB97M-V/def2-TZVPD

## Properties
E = -564.7981 Eh
LUMO level = 0.66 eV
relative energy (zero: lowest compared OMol25 entry of this formula, charge and spin) = 52.6 kcal per mole
largest force on an atom = 5.12 eV/A
E_HOMO = -0.3266 Ha

Each line ends with the natural charge from an NBO analysis.
Geometry (Å):
1 C -0.400 2.006 -1.760  0.14
2 C 0.781 0.253 -2.083  0.17
3 C -1.013 -1.478 0.957  0.69
4 C 0.995 0.311 1.502  -0.65
5 C 0.616 -0.578 0.325  0.38
6 N 0.350 1.339 -2.662  -0.47
7 N -0.403 1.410 -0.564  -0.32
8 N 0.297 0.290 -0.778  -0.23
9 N -1.917 -0.526 1.167  -0.82
10 O -1.066 -2.658 0.922  -0.59
11 O 1.485 -1.630 -0.040  -0.73
12 H -0.806 2.966 -1.933  0.20
13 H 1.582 -0.380 -2.368  0.23
14 H 1.745 0.955 1.145  0.22
15 H 1.167 -0.307 2.374  0.23
16 H 0.119 0.912 1.645  0.23
17 H -1.723 0.377 0.936  0.42
18 H -2.809 -0.774 1.491  0.40
19 H 1.000 -2.487 -0.276  0.51


No. 3
Formula: C5H8N4O2
Source: OMol25
Level of theory: wB97M-V/def2-TZVPD

## Properties
E = -564.6917 Eh
LUMO level = 0.26 eV
relative energy (zero: lowest compared OMol25 entry of this formula, charge and spin) = 119.4 kcal per mole
SMILES = C=C(CO)n1ncnn1.C=O
largest force on an atom = 4.08 eV/A
E_HOMO = -0.3576 Ha

Each line ends with the natural charge from an NBO analysis.
Geometry (Å):
1 C -1.050 -2.312 0.758  -0.35
2 C -0.543 -1.191 0.192  0.13
3 C -1.345 0.009 -0.355  -0.09
4 O -1.492 -0.023 -1.759  -0.71
5 N 0.802 -1.166 -0.130  -0.03
6 N 1.829 -1.731 0.405  -0.22
7 C 2.853 -1.117 -0.142  0.09
8 N 2.407 -0.142 -0.997  -0.24
9 N 1.133 -0.196 -0.991  -0.08
10 H -0.450 -3.104 1.034  0.20
11 H -1.989 -2.497 1.153  0.21
12 H -0.893 0.841 0.121  0.19
13 H -2.461 -0.039 -0.031  0.20
14 H -0.632 -0.356 -2.106  0.48
15 H 3.797 -1.459 0.144  0.22
16 C 1.154 2.724 0.140  0.30
17 O 1.212 1.955 1.053  -0.51
18 H 2.056 3.145 -0.205  0.11
19 H 0.218 3.032 -0.534  0.11


No. 4
Formula: C5H8N4O4
Source: OMol25
Level of theory: wB97M-V/def2-TZVPD

## Properties
E = -715.0087 Eh
LUMO level = -1.04 eV
relative energy (zero: lowest compared OMol25 entry of this formula, charge and spin) = 120.2 kcal per mole
SMILES = CN1CN(C)C([N+](=O)[O-])=C1[N+](=O)[O-]
largest force on an atom = 5.78 eV/A
E_HOMO = -0.2979 Ha

Each line ends with the natural charge from an NBO analysis.
Geometry (Å):
1 C -1.111 -2.343 -0.196  -0.40
2 N -0.519 -1.185 0.313  -0.42
3 C -1.437 -0.040 0.316  -0.02
4 N -0.497 1.210 0.418  -0.40
5 C -0.807 2.393 -0.289  -0.41
6 C 0.829 0.639 0.236  0.17
7 N 1.912 1.602 0.013  0.52
8 O 2.796 1.188 -0.664  -0.33
9 O 1.753 2.723 0.462  -0.38
10 C 0.739 -0.735 0.162  0.22
11 N 1.948 -1.553 0.187  0.53
12 O 2.936 -1.085 0.662  -0.33
13 O 1.866 -2.665 -0.294  -0.39
14 H -1.348 -2.302 -1.243  0.19
15 H -0.484 -3.188 0.082  0.24
16 H -2.130 -2.468 0.337  0.20
17 H -1.990 -0.015 -0.547  0.17
18 H -1.961 0.018 1.313  0.21
19 H -1.868 2.241 -0.562  0.20
20 H -0.505 3.222 0.374  0.24
21 H -0.122 2.342 -1.083  0.18


No. 5
Formula: C5H8N5O2S2
Source: OMol25
Level of theory: wB97M-V/def2-TZVPD

## Properties
total charge = +1
E = -1415.5555 Eh
LUMO level = -5.24 eV
relative energy (zero: lowest compared OMol25 entry of this formula, charge and spin) = 8.6 kcal per mole
largest force on an atom = 4.52 eV/A
E_HOMO = -0.4963 Ha

Each line ends with the natural charge from an NBO analysis.
Geometry (Å):
1 C -0.924 -2.044 -0.597  0.72
2 C -2.456 -0.867 0.929  0.64
3 C 1.160 2.149 -0.477  0.02
4 C -0.124 -3.299 -0.595  -0.72
5 C 0.676 3.343 0.380  -0.64
6 N 2.555 2.152 -0.780  -0.08
7 N 3.244 1.236 -0.371  -0.22
8 N -1.746 -1.949 0.490  -0.70
9 N 0.909 0.722 0.198  -0.23
10 N -0.175 0.168 0.481  -0.27
11 O -3.402 -0.771 1.630  -0.46
12 O -0.886 -1.182 -1.392  -0.57
13 S -1.640 0.774 0.289  0.55
14 S 2.431 -0.014 0.400  0.69
15 H 0.652 2.043 -1.481  0.27
16 H 0.851 -3.173 -1.022  0.26
17 H -0.731 -3.819 -1.311  0.27
18 H 0.008 -3.518 0.548  0.24
19 H -0.345 3.802 -0.010  0.26
20 H 1.423 4.088 0.364  0.27
21 H 0.697 2.926 1.360  0.23
22 H -2.180 -2.767 0.968  0.45


No. 6
Formula: C5H8NO
Source: OMol25
Level of theory: wB97M-V/def2-TZVPD

## Properties
total charge = +1
E = -324.9262 Eh
LUMO level = -4.76 eV
relative energy (zero: lowest compared OMol25 entry of this formula, charge and spin) = 70.8 kcal per mole
largest force on an atom = 5.29 eV/A
E_HOMO = -0.5505 Ha

Each line ends with the natural charge from an NBO analysis.
Geometry (Å):
1 C -1.773 0.111 0.038  0.48
2 C 1.054 -0.248 0.264  0.89
3 C -1.630 1.384 -0.147  -0.44
4 C -2.568 -1.017 0.022  -0.80
5 C 3.475 0.087 -0.063  -0.45
6 N 2.095 0.199 -0.073  -0.40
7 O -0.065 -0.580 0.418  -0.54
8 H -2.646 1.822 -0.173  0.30
9 H -0.681 1.826 0.005  0.28
10 H -2.531 -1.920 0.799  0.33
11 H -2.690 -1.521 -0.975  0.29
12 H -3.584 -0.655 0.250  0.32
13 H 3.865 -0.910 -0.389  0.25
14 H 3.971 0.529 0.825  0.25
15 H 3.708 0.892 -0.801  0.24


No. 7
Formula: C5H8NO
Source: OMol25
Level of theory: wB97M-V/def2-TZVPD

## Properties
total charge = +1
E = -324.8215 Eh
LUMO level = -7.30 eV
relative energy (zero: lowest compared OMol25 entry of this formula, charge and spin) = 136.5 kcal per mole
SMILES = O=[N+]1CC12CCC2
largest force on an atom = 4.90 eV/A
E_HOMO = -0.5822 Ha

Each line ends with the natural charge from an NBO analysis.
Geometry (Å):
1 O 2.840 -1.031 -0.098  -0.06
2 N 2.068 -0.119 0.091  0.34
3 C 1.879 1.248 -0.081  -0.28
4 C 0.761 0.313 0.138  0.06
5 C -0.073 -0.349 -1.046  -0.34
6 C -0.897 -1.028 0.018  -0.44
7 C -0.334 -0.147 1.081  -0.37
8 H 1.935 1.770 -1.157  0.29
9 H 2.416 1.784 0.695  0.28
10 H 0.637 -0.942 -1.727  0.24
11 H -0.537 0.429 -1.697  0.27
12 H -1.996 -1.061 -0.121  0.26
13 H -0.751 -2.141 0.452  0.25
14 H -0.970 0.643 1.304  0.25
15 H 0.094 -0.681 1.921  0.25


No. 8
Formula: C5H8NO2
Source: OMol25
Level of theory: wB97M-V/def2-TZVPD

## Properties
total charge = -1
E = -400.3777 Eh
LUMO level = 0.71 eV
relative energy (zero: lowest compared OMol25 entry of this formula, charge and spin) = 148.7 kcal per mole
largest force on an atom = 5.93 eV/A
E_HOMO = -0.1544 Ha

Each line ends with the natural charge from an NBO analysis.
Geometry (Å):
1 O -3.828 -3.844 1.321  -0.77
2 C -3.561 -2.737 0.807  0.62
3 O -3.617 -2.334 -0.406  -0.82
4 C 0.058 -0.625 -0.272  -0.39
5 C 0.524 0.639 -0.892  -0.11
6 C 1.733 1.277 -0.241  0.10
7 C 1.801 2.688 -0.251  -0.54
8 N 2.635 0.434 0.283  -0.91
9 H -0.725 -1.163 -0.678  0.26
10 H 1.030 -0.469 -0.890  0.32
11 H -0.167 1.339 -1.312  0.26
12 H 0.239 -0.763 0.763  0.28
13 H 2.712 3.192 0.236  0.20
14 H 1.025 3.340 -0.742  0.19
15 H 3.342 0.979 0.734  0.33
16 H -3.200 -1.953 1.539  -0.03


No. 9
Formula: C5H8NO2
Source: OMol25
Level of theory: wB97M-V/def2-TZVPD

## Properties
total charge = +1
E = -400.2273 Eh
LUMO level = -3.61 eV
relative energy (zero: lowest compared OMol25 entry of this formula, charge and spin) = 40.8 kcal per mole
largest force on an atom = 4.02 eV/A
E_HOMO = -0.4878 Ha

Each line ends with the natural charge from an NBO analysis.
Geometry (Å):
1 C -1.301 0.170 -1.267  -0.13
2 C -1.147 -0.542 -0.144  -0.28
3 C -0.604 1.406 -1.527  -0.40
4 C -0.259 -0.092 0.955  0.30
5 C 0.163 2.008 -0.644  0.69
6 N 1.132 -1.097 0.835  -0.79
7 O 0.172 1.132 0.980  -0.59
8 O 0.985 2.973 -0.553  -0.61
9 H -1.984 -0.166 -2.031  0.25
10 H -1.694 -1.454 0.021  0.24
11 H -0.749 1.898 -2.480  0.28
12 H -0.623 -0.398 1.944  0.20
13 H 1.234 -1.464 -0.114  0.43
14 H 1.093 -1.874 1.499  0.43
15 H 1.935 -0.502 1.059  0.44
16 H 0.898 3.531 0.236  0.54


No. 10
Formula: C5H8NO2S2
Source: OMol25
Level of theory: wB97M-V/def2-TZVPD

## Properties
total charge = -1
E = -1196.9046 Eh
LUMO level = 3.14 eV
relative energy (zero: lowest compared OMol25 entry of this formula, charge and spin) = 84.5 kcal per mole
largest force on an atom = 5.03 eV/A
E_HOMO = -0.1503 Ha

Each line ends with the natural charge from an NBO analysis.
Geometry (Å):
1 C -3.677 -0.075 0.012  0.79
2 C 0.762 -0.428 -0.865  -0.46
3 C 0.375 -1.678 -0.015  -0.49
4 C 0.408 0.878 -0.329  -0.58
5 C -2.038 -0.316 0.391  -0.72
6 N -1.458 2.337 0.581  -1.23
7 O -3.787 0.810 -0.854  -0.75
8 O -4.538 -0.804 0.508  -0.73
9 S -1.476 -1.958 -0.187  0.16
10 S -1.471 1.197 -0.486  1.13
11 H 1.863 -0.549 -1.023  0.20
12 H 0.017 -0.573 -1.771  0.23
13 H 0.753 -2.561 -0.602  0.21
14 H 0.627 -1.832 0.956  0.20
15 H 0.507 0.966 0.803  0.22
16 H 0.792 1.824 -0.764  0.23
17 H -1.880 -0.355 1.462  0.23
18 H -2.461 2.598 0.658  0.35